(1)
Formula: C3H5NO3
Source: the Open Molecules 2025 dataset
Level of theory: wB97M-V/def2-TZVPD

Summary:
ΔE to the lowest compared entry with this formula, charge and spin (eV): 4.696
Spin multiplicity: 1
Total charge: 0
Energy (eV): -10820.9922
HOMO (eV): -10.61
SMILES: [H]/N=C(\C)C(=O)OO
Maximum force (eV/Å): 3.50
Frontier orbital gap (eV): 10.93

Structure (XYZ):
```
12
Properties=species:S:1:pos:R:3:forces:R:3
H -0.415 -0.473 1.965 -0.54 -0.46 0.29
N 0.230 0.183 1.568 0.50 1.15 -1.12
C -0.144 0.550 0.420 0.21 0.45 -1.39
C -1.329 -0.004 -0.424 2.58 -2.35 0.23
C 0.904 1.520 -0.441 -1.89 -1.28 -0.61
O 2.023 1.776 -0.168 0.41 0.54 0.31
O 0.319 1.851 -1.680 0.12 -0.13 1.50
O 1.061 2.741 -2.515 1.27 0.16 0.87
H -2.269 0.445 -0.429 -1.24 1.48 0.22
H -1.536 -1.076 -0.102 0.46 1.22 -0.26
H -0.926 -0.046 -1.449 -0.57 -0.09 0.29
H 1.916 2.959 -2.023 -1.31 -0.68 -0.31
```
Forces are in eV/Å.

Charges computed using Löwdin, reported in e:
1 H 0.055
2 N 0.161
3 C -0.255
4 C -0.030
5 C -0.358
6 O 0.139
7 O -0.069
8 O 0.006
9 H 0.050
10 H 0.100
11 H 0.076
12 H 0.124


(2)
Formula: CH12O6
Source: the Open Molecules 2025 dataset
Level of theory: wB97M-V/def2-TZVPD

Summary:
ΔE to the lowest compared entry with this formula, charge and spin (eV): 0.990
Spin multiplicity: 1
Total charge: 0
Energy (eV): -13515.7312
HOMO (eV): -10.49
SMILES: C=O.O.O.O.O.O
Maximum force (eV/Å): 3.53
Frontier orbital gap (eV): 10.22

Structure (XYZ):
```
19
Properties=species:S:1:pos:R:3:forces:R:3
C -0.694 2.448 0.712 -2.99 0.85 1.68
O -0.780 1.314 1.106 0.93 0.16 -0.61
H -1.219 2.823 -0.183 0.80 -0.56 -0.92
H -0.613 3.278 1.439 1.19 -0.04 0.05
O 2.352 -0.683 -0.015 0.13 0.05 0.24
H 1.976 -1.312 0.632 -0.26 -0.07 -0.41
H 3.178 -0.405 0.386 0.15 0.07 0.00
O -1.274 -0.307 -1.596 -0.34 -0.21 0.00
H -1.244 -1.155 -2.057 0.25 0.33 -0.06
H -0.426 0.161 -1.721 0.09 -0.22 -0.22
O -1.636 -1.295 0.875 -0.81 -0.03 -0.04
H -1.528 -0.873 -0.006 -0.06 0.19 0.05
H -1.973 -0.609 1.457 0.10 0.04 -0.04
O 0.929 1.386 -1.786 -1.66 0.51 -1.50
H 1.776 0.978 -1.921 0.55 -0.17 1.17
H 0.663 1.708 -0.926 1.22 -0.49 0.32
O 0.592 -2.393 1.208 -0.74 0.39 0.09
H -0.246 -1.812 1.131 1.08 -0.53 0.18
H 0.167 -3.252 1.265 0.39 -0.26 0.03
```
Forces are in eV/Å.

Charges computed using Löwdin, reported in e:
1 C -0.121
2 O 0.023
3 H 0.102
4 H 0.090
5 O -0.077
6 H 0.000
7 H 0.028
8 O -0.054
9 H 0.072
10 H 0.016
11 O -0.060
12 H 0.008
13 H 0.054
14 O -0.036
15 H 0.047
16 H -0.001
17 O -0.118
18 H -0.008
19 H 0.036


(3)
Formula: C36H43F6NO7PS3SiTi
Source: the Open Molecules 2025 dataset
Level of theory: wB97M-V/def2-TZVPD

Summary:
ΔE to the lowest compared entry with this formula, charge and spin (eV): 0.631
Spin multiplicity: 2
Total charge: 0
Energy (eV): -142951.1148
HOMO (spin up / spin down) (eV): -8.55 / -8.53
Maximum force (eV/Å): 0.82
Frontier orbital gap (spin up / spin down) (eV): 8.14 / 6.08

Structure (XYZ):
```
99
Properties=species:S:1:pos:R:3:forces:R:3
Ti -0.479 -1.145 0.176 -0.60 0.41 0.37
C -1.386 -7.189 0.506 -0.02 0.01 0.00
C -0.231 -6.441 0.692 0.02 0.02 0.01
C -0.315 -5.122 1.105 0.04 -0.02 -0.01
C -1.558 -4.536 1.335 -0.17 -0.02 -0.01
C -2.712 -5.290 1.157 -0.01 -0.05 -0.01
C -2.624 -6.613 0.743 0.02 0.01 0.01
P -1.599 -2.785 1.816 0.14 0.10 -0.08
C -3.307 -2.362 2.213 0.01 -0.05 0.04
C -4.209 -2.375 1.146 -0.03 0.00 -0.03
C -5.515 -1.957 1.334 -0.01 0.01 -0.01
C -5.930 -1.504 2.581 0.01 -0.01 0.00
C -5.032 -1.469 3.636 0.02 -0.01 -0.01
C -3.722 -1.895 3.454 -0.01 0.03 0.02
C -0.509 -2.719 3.250 0.19 0.08 -0.02
C -0.725 -3.221 4.505 -0.04 -0.02 0.01
C 0.314 -3.213 5.458 -0.02 -0.01 -0.01
C 1.559 -2.765 5.117 0.01 0.01 -0.02
C 1.832 -2.291 3.811 0.03 0.00 0.02
C 3.135 -1.909 3.404 -0.03 -0.01 0.03
C 3.368 -1.520 2.118 -0.02 -0.01 -0.01
C 2.305 -1.450 1.187 0.05 -0.01 0.04
C 1.012 -1.769 1.534 0.05 0.01 -0.01
C 0.779 -2.233 2.869 -0.11 -0.04 0.01
H -1.318 -8.218 0.179 0.00 0.00 0.00
H 0.740 -6.881 0.511 0.00 -0.01 0.00
H 0.594 -4.549 1.239 -0.02 0.03 0.01
H -3.687 -4.861 1.343 0.01 0.02 0.01
H -3.530 -7.188 0.607 0.01 -0.02 0.00
H -3.880 -2.691 0.161 0.01 0.01 0.02
H -6.205 -1.969 0.501 -0.01 0.00 0.01
H -6.948 -1.167 2.724 0.00 0.00 0.00
H -5.344 -1.101 4.604 -0.01 0.00 0.00
H -3.026 -1.836 4.280 0.03 -0.01 0.00
H -1.684 -3.650 4.769 -0.01 0.01 0.00
H 0.126 -3.592 6.454 0.00 0.00 0.00
H 2.365 -2.787 5.841 0.00 0.00 0.00
H 3.939 -1.953 4.128 0.02 0.01 -0.02
H 4.369 -1.252 1.801 0.01 0.00 0.01
H 2.529 -1.127 0.176 0.01 0.01 0.01
F 1.454 -3.827 -1.028 0.02 -0.02 -0.03
C 0.872 -3.604 -2.210 -0.04 -0.03 -0.01
F 0.111 -4.652 -2.519 0.02 0.01 0.00
F 1.829 -3.481 -3.128 0.00 0.04 -0.02
S -0.165 -2.077 -2.141 -0.15 -0.05 -0.28
O 0.771 -1.105 -1.471 0.32 0.05 0.01
O -0.478 -1.790 -3.502 0.00 -0.13 0.00
N -1.256 -2.305 -1.100 0.08 -0.12 -0.05
S -2.941 0.478 -0.515 -0.02 0.06 0.00
O -2.077 -0.079 0.664 0.23 -0.21 -0.14
O -2.047 1.126 -1.481 -0.04 -0.01 0.05
C -3.619 1.915 0.475 0.08 0.03 0.02
F -4.384 1.475 1.479 0.03 0.00 -0.03
F -4.370 2.672 -0.331 0.02 -0.01 0.04
F -2.641 2.668 0.978 -0.07 -0.01 -0.01
C 0.939 6.047 -1.251 0.01 -0.01 -0.01
C -0.083 5.116 -0.612 0.02 0.00 0.02
C 0.220 4.906 0.865 0.00 0.02 0.02
C -1.496 5.644 -0.803 0.00 0.02 0.00
O -0.045 3.858 -1.315 -0.03 -0.03 -0.04
Si 0.942 2.584 -1.278 0.00 -0.02 0.02
S 0.406 1.356 0.451 0.03 0.00 0.00
O 0.827 1.693 -2.604 -0.03 -0.06 0.02
C 0.677 2.046 -3.998 0.00 0.07 -0.01
C 1.268 0.891 -4.789 0.00 0.00 0.01
C -0.809 2.202 -4.279 -0.01 0.00 -0.03
C 1.436 3.336 -4.286 0.00 0.01 0.00
O 2.452 3.095 -0.942 -0.02 -0.04 0.04
C 3.701 2.393 -0.797 0.01 0.03 -0.01
C 3.853 1.991 0.664 0.00 0.00 0.00
C 3.752 1.174 -1.707 0.00 -0.04 -0.01
C 4.778 3.395 -1.189 0.00 0.00 0.00
H 0.916 7.025 -0.766 -0.01 0.00 0.01
H 0.713 6.183 -2.309 0.00 0.01 -0.01
H 1.943 5.631 -1.157 -0.01 0.00 0.00
H 0.158 5.859 1.393 0.00 0.00 0.00
H 1.226 4.506 1.001 0.00 -0.01 0.00
H -0.497 4.216 1.311 0.00 0.00 -0.01
H -1.605 6.615 -0.317 -0.01 0.00 0.00
H -2.220 4.951 -0.375 0.01 0.00 0.00
H -1.712 5.758 -1.866 0.00 0.00 0.00
H 0.743 -0.033 -4.556 0.00 -0.01 0.00
H 2.325 0.767 -4.546 0.00 -0.01 -0.01
H 1.180 1.088 -5.859 -0.01 0.00 0.00
H -1.332 1.279 -4.033 0.01 0.01 0.00
H -0.966 2.432 -5.335 0.00 0.00 0.00
H -1.229 3.006 -3.674 0.01 -0.01 0.01
H 2.492 3.223 -4.030 -0.01 0.01 0.00
H 1.022 4.167 -3.713 0.01 0.00 0.00
H 1.365 3.583 -5.346 0.00 -0.01 -0.01
H 3.103 1.247 0.947 0.00 0.02 0.00
H 3.736 2.862 1.309 0.00 0.00 0.00
H 4.839 1.557 0.838 0.00 0.00 0.00
H 2.928 0.485 -1.508 0.01 -0.01 0.02
H 4.693 0.641 -1.556 0.01 0.01 0.00
H 3.684 1.469 -2.754 0.01 0.00 0.02
H 4.741 4.267 -0.535 -0.01 0.00 0.00
H 4.623 3.725 -2.217 0.01 0.00 0.00
H 5.768 2.942 -1.113 0.00 0.00 0.00
```
Forces are in eV/Å.

Charges computed using Löwdin, reported in e:
1 Ti 0.714
2 C -0.078
3 C -0.071
4 C -0.087
5 C -0.313
6 C -0.072
7 C -0.073
8 P 1.111
9 C -0.349
10 C -0.127
11 C -0.070
12 C -0.078
13 C -0.073
14 C -0.069
15 C -0.289
16 C -0.070
17 C -0.065
18 C -0.022
19 C -0.159
20 C -0.023
21 C -0.065
22 C -0.130
23 C -0.217
24 C -0.199
25 H 0.104
26 H 0.110
27 H 0.100
28 H 0.095
29 H 0.105
30 H 0.110
31 H 0.111
32 H 0.106
33 H 0.106
34 H 0.094
35 H 0.110
36 H 0.105
37 H 0.115
38 H 0.114
39 H 0.106
40 H 0.078
41 F 0.123
42 C -0.671
43 F 0.143
44 F 0.148
45 S 0.525
46 O -0.427
47 O -0.249
48 N -0.292
49 S 0.909
50 O -0.647
51 O -0.448
52 C -0.729
53 F 0.121
54 F 0.117
55 F 0.110
56 C -0.022
57 C -0.625
58 C -0.037
59 C -0.017
60 O -0.122
61 Si -0.035
62 S 0.726
63 O -0.134
64 C -0.608
65 C -0.011
66 C -0.016
67 C -0.019
68 O -0.138
69 C -0.630
70 C -0.029
71 C -0.018
72 C -0.023
73 H 0.091
74 H 0.085
75 H 0.080
76 H 0.093
77 H 0.075
78 H 0.069
79 H 0.091
80 H 0.076
81 H 0.091
82 H 0.066
83 H 0.081
84 H 0.093
85 H 0.083
86 H 0.092
87 H 0.085
88 H 0.082
89 H 0.072
90 H 0.094
91 H 0.039
92 H 0.094
93 H 0.092
94 H 0.064
95 H 0.099
96 H 0.078
97 H 0.089
98 H 0.086
99 H 0.090